C5H3Cl3 | wB97M-V/def2-TZVPD

Cartesian coordinates (Å):
H: 0.18 -1.23 -0.85
Cl: 1.89 -2.01 0.75
C: 0.38 0.28 0.44
C: -0.18 -0.22 -0.68
Cl: 2.17 0.40 2.47
C: -1.14 0.38 -1.58
H: 0.32 -0.94 2.18
Cl: -0.12 1.83 1.06
C: -1.93 0.84 -2.32
H: -2.63 1.25 -2.97
C: 1.06 -0.58 1.52

Computed properties:
net charge	0
multiplicity	1
DFT total energy	-42798.225	eV
gap between HOMO and LUMO	0.356	hartree
E_HOMO	-9.6	eV